Record 1
C39H31F3IrN4O3Sb as an isolated structure. Source: the OMol25 dataset; level of theory: ωB97M-V/def2-TZVPD.

Each line ends with the Löwdin charge.
Element x y z (Å)
Ir (0.349, 1.173, -0.393)  1.2204
C (2.743, 3.039, 2.647)  -0.0170
C (2.337, 2.143, 1.500)  -0.4612
O (1.108, 2.301, 1.135)  -0.2418
C (3.278, 1.263, 0.998)  -0.0438
C (3.131, 0.266, -0.016)  -0.3546
C (4.277, -0.655, -0.313)  -0.0250
N (2.021, 0.142, -0.678)  -0.1879
N (1.891, -0.888, -1.611)  0.1031
C (0.729, -0.856, -2.194)  -0.4663
O (-0.219, 0.010, -1.954)  -0.2237
C (0.418, -1.896, -3.210)  -0.1543
C (-0.834, -1.902, -3.818)  -0.0407
C (-1.156, -2.885, -4.743)  -0.0829
C (-0.230, -3.866, -5.066)  -0.0912
C (1.023, -3.859, -4.465)  -0.0811
C (1.347, -2.879, -3.542)  -0.0278
H (1.970, 3.785, 2.819)  0.0814
H (3.687, 3.541, 2.438)  0.0827
H (2.875, 2.448, 3.556)  0.0804
H (4.248, 1.301, 1.474)  0.1028
H (5.063, -0.532, 0.428)  0.0763
H (4.681, -0.448, -1.306)  0.0866
H (3.937, -1.690, -0.323)  0.0693
H (-1.544, -1.127, -3.562)  0.1165
H (-2.131, -2.882, -5.214)  0.1025
H (-0.482, -4.634, -5.786)  0.1000
H (1.748, -4.621, -4.718)  0.1009
H (2.318, -2.862, -3.066)  0.1060
O (-1.480, 2.122, -0.255)  -0.2505
C (-2.051, 2.711, -1.269)  -0.3502
C (-3.462, 2.813, -1.260)  -0.0120
C (-4.156, 3.401, -2.288)  -0.0892
C (-3.483, 3.929, -3.395)  -0.1074
C (-2.110, 3.865, -3.417)  -0.0557
C (-1.375, 3.285, -2.372)  -0.0909
C (0.076, 3.341, -2.415)  -0.2379
N (0.932, 2.624, -1.705)  -0.0387
C (2.210, 3.027, -2.020)  -0.0854
C (2.133, 4.009, -2.949)  -0.0647
N (0.788, 4.197, -3.185)  0.1185
H (-3.974, 2.393, -0.403)  0.1139
H (-5.237, 3.445, -2.244)  0.1019
H (-4.026, 4.372, -4.217)  0.0950
H (-1.588, 4.256, -4.284)  0.1023
H (3.068, 2.578, -1.550)  0.1051
H (2.891, 4.584, -3.448)  0.1119
H (0.385, 4.900, -3.778)  0.1503
F (-3.168, -5.864, -0.220)  0.0644
C (-2.597, -4.698, 0.132)  -0.2749
C (-2.271, -4.500, 1.461)  -0.0037
C (-1.670, -3.303, 1.820)  -0.1193
C (-1.422, -2.323, 0.861)  -0.3588
C (-1.763, -2.556, -0.469)  -0.0920
C (-2.354, -3.755, -0.846)  0.0126
Sb (-0.457, -0.525, 1.370)  1.6114
C (-1.774, 0.369, 2.755)  -0.3487
C (-2.991, -0.217, 3.087)  -0.1017
C (-3.866, 0.417, 3.959)  -0.0043
C (-3.497, 1.639, 4.484)  -0.2793
F (-4.339, 2.259, 5.334)  0.0604
C (-2.303, 2.255, 4.165)  0.0028
C (-1.443, 1.614, 3.286)  -0.1127
C (1.098, -1.269, 2.594)  -0.3544
C (1.392, -0.708, 3.832)  -0.1031
C (2.498, -1.133, 4.556)  -0.0032
C (3.296, -2.120, 4.013)  -0.2783
F (4.374, -2.535, 4.707)  0.0606
C (3.033, -2.701, 2.788)  -0.0032
C (1.925, -2.264, 2.078)  -0.1194
H (-2.478, -5.276, 2.185)  0.1206
H (-1.390, -3.142, 2.855)  0.1094
H (-1.562, -1.802, -1.224)  0.0767
H (-2.614, -3.960, -1.875)  0.1202
H (-3.275, -1.173, 2.665)  0.0927
H (-4.819, -0.018, 4.228)  0.1200
H (-2.069, 3.224, 4.586)  0.1217
H (-0.527, 2.109, 2.985)  0.0914
H (0.757, 0.066, 4.248)  0.0974
H (2.743, -0.715, 5.522)  0.1205
H (3.689, -3.472, 2.406)  0.1222
H (1.716, -2.702, 1.107)  0.1065

## Properties
* LUMO level: 0.48 eV
* maximum force: 0.3 eV/Å
* frontier orbital gap: 7.7 eV
* relative energy (zero: lowest compared OMol25 entry of this formula, charge and spin): 0.000 eV



Record 2
C39H32AsBeN2O2PS as an isolated structure at a distorted geometry. Source: the OMol25 dataset; level of theory: ωB97M-V/def2-TZVPD.

Each line ends with the Löwdin charge.
Element x y z (Å)
Be (0.508, -0.005, 0.829)  -0.2175
O (-0.207, 2.903, -1.095)  0.0612
C (0.447, 2.214, -0.334)  -0.5602
O (0.309, 0.915, -0.321)  -0.1188
C (1.402, 2.822, 0.641)  -0.1439
C (1.465, 4.219, 0.619)  -0.0301
C (2.319, 4.931, 1.430)  -0.0895
C (3.192, 4.237, 2.259)  -0.0888
C (3.139, 2.863, 2.314)  -0.1437
C (2.221, 2.133, 1.551)  -0.5717
S (2.192, 0.415, 1.911)  0.7247
H (0.800, 4.725, -0.066)  0.1139
H (2.313, 6.012, 1.419)  0.0974
H (3.903, 4.771, 2.873)  0.1009
H (3.792, 2.307, 2.971)  0.0885
N (-2.259, -1.979, 5.891)  0.1837
C (-2.161, -1.215, 5.045)  -0.1859
C (-2.050, -0.297, 3.973)  -0.1933
C (-3.027, 0.677, 3.741)  0.0184
C (-2.868, 1.510, 2.650)  -0.0083
C (-1.802, 1.295, 1.787)  -0.0444
N (-0.884, 0.362, 2.008)  0.0270
C (-0.979, -0.389, 3.090)  -0.0835
H (-3.873, 0.762, 4.409)  0.1293
H (-3.572, 2.303, 2.458)  0.1171
H (-1.682, 1.881, 0.889)  0.1247
H (-0.172, -1.087, 3.258)  0.1207
C (0.699, -3.601, 0.961)  -0.3627
C (0.003, -4.853, 0.453)  -0.4475
As (0.852, -6.562, 1.032)  1.3033
C (-0.340, -7.756, 0.019)  -0.4192
C (-1.666, -7.452, -0.260)  -0.1168
C (-2.463, -8.330, -0.973)  -0.0898
C (-1.948, -9.539, -1.405)  -0.0935
C (-0.637, -9.873, -1.106)  -0.0863
C (0.157, -8.989, -0.398)  -0.1265
C (2.294, -6.535, -0.300)  -0.4227
C (2.034, -6.367, -1.654)  -0.1170
C (3.068, -6.269, -2.565)  -0.0851
C (4.382, -6.353, -2.133)  -0.0878
C (4.655, -6.560, -0.793)  -0.0898
C (3.615, -6.648, 0.118)  -0.1294
P (-0.090, -2.052, 0.314)  1.1243
C (0.009, -2.432, -1.459)  -0.3482
C (-1.034, -2.937, -2.227)  -0.0829
C (-0.791, -3.330, -3.532)  -0.0722
C (0.483, -3.233, -4.067)  -0.0784
C (1.520, -2.718, -3.306)  -0.0712
C (1.284, -2.312, -2.008)  -0.0834
C (-1.839, -2.197, 0.764)  -0.3599
C (-2.252, -2.919, 1.882)  -0.1122
C (-3.582, -2.908, 2.265)  -0.0749
C (-4.501, -2.139, 1.573)  -0.0726
C (-4.085, -1.377, 0.492)  -0.0674
C (-2.763, -1.400, 0.088)  -0.0985
H (1.745, -3.565, 0.629)  0.0876
H (0.706, -3.552, 2.055)  0.0773
H (-0.019, -4.847, -0.639)  0.0538
H (-1.030, -4.862, 0.803)  0.0356
H (-2.094, -6.517, 0.079)  0.0861
H (-3.490, -8.068, -1.190)  0.1023
H (-2.568, -10.222, -1.968)  0.1008
H (-0.235, -10.825, -1.427)  0.1032
H (1.185, -9.251, -0.170)  0.1014
H (1.009, -6.320, -2.004)  0.1030
H (2.850, -6.124, -3.614)  0.1027
H (5.191, -6.259, -2.843)  0.1022
H (5.678, -6.646, -0.456)  0.1025
H (3.825, -6.807, 1.170)  0.0903
H (-2.028, -3.032, -1.814)  0.1025
H (-1.597, -3.731, -4.127)  0.1057
H (0.667, -3.561, -5.078)  0.1043
H (2.511, -2.641, -3.725)  0.1088
H (2.083, -1.900, -1.403)  0.1143
H (-1.547, -3.491, 2.468)  0.1069
H (-3.890, -3.500, 3.115)  0.1114
H (-5.534, -2.119, 1.882)  0.1061
H (-4.793, -0.749, -0.024)  0.1095
H (-2.429, -0.785, -0.738)  0.1219

## Properties
* LUMO level: -0.65 eV
* maximum force: 1.3 eV/Å
* frontier orbital gap: 6.6 eV



Record 3
C39H32DyF5N6OS3 as an isolated structure at a distorted geometry. Source: the OMol25 dataset; level of theory: ωB97M-V/def2-TZVPD.

Each line ends with the Löwdin charge.
Element x y z (Å)
Dy (0.841, 0.181, 0.193)  1.3920
N (1.461, -5.019, -0.951)  0.0262
C (1.144, -3.813, -0.295)  -0.5225
S (-0.692, -2.066, -1.136)  0.6460
N (2.299, -3.233, 0.264)  0.0339
N (2.369, -1.924, 0.459)  -0.0834
C (3.534, -1.516, 0.985)  -0.1721
C (3.970, -0.142, 0.909)  -0.2729
C (5.278, 0.316, 1.333)  -0.0563
C (5.516, 1.670, 1.421)  -0.0948
C (4.552, 2.638, 0.891)  -0.0861
C (3.459, 2.067, 0.282)  -0.2319
N (3.099, 0.772, 0.401)  -0.0862
H (0.698, -5.526, -1.376)  0.0768
H (2.399, -5.044, -1.379)  0.0785
H (4.109, -2.289, 1.486)  0.0901
H (6.060, -0.425, 1.527)  0.0981
H (6.448, 1.984, 1.895)  0.0843
H (4.809, 3.709, 0.871)  0.0860
H (2.763, 2.706, -0.288)  0.0661
C (-3.026, 1.543, -2.320)  -0.0423
C (-1.561, 1.276, -2.054)  -0.2591
N (-1.142, 1.171, -0.785)  -0.1143
N (-1.847, 2.058, 0.074)  -0.0911
C (-1.121, 2.990, 0.658)  -1.1021
S (0.516, 2.973, 1.115)  0.5873
S (-2.084, 4.452, 1.089)  0.8435
C (-2.349, 5.255, -0.499)  -0.4270
C (-1.044, 5.894, -0.938)  -0.2817
C (-0.873, 6.096, -2.309)  -0.0832
C (0.298, 6.610, -2.733)  -0.1189
C (1.357, 6.961, -1.842)  -0.0942
C (1.169, 6.743, -0.467)  -0.0916
C (-0.051, 6.233, 0.012)  -0.0991
C (-0.633, 1.100, -3.190)  -0.0742
C (-1.018, 1.357, -4.561)  -0.0693
C (-0.212, 1.103, -5.664)  -0.1298
C (1.089, 0.506, -5.468)  -0.0962
C (1.533, 0.330, -4.177)  -0.0313
C (0.770, 0.623, -3.018)  -0.3448
O (1.341, 0.578, -1.862)  -0.2631
H (-3.166, 2.518, -2.779)  0.0633
H (-3.457, 1.593, -1.341)  0.0484
H (-3.413, 0.715, -2.977)  0.1076
H (-3.135, 5.919, -0.232)  0.0512
H (-2.657, 4.513, -1.236)  0.0666
H (-1.730, 5.786, -2.935)  0.1204
H (0.391, 6.791, -3.832)  0.1043
H (2.342, 7.254, -2.227)  0.0900
H (1.945, 7.027, 0.281)  0.1073
H (-0.289, 6.154, 1.081)  0.0701
H (-1.990, 1.837, -4.718)  0.0912
H (-0.538, 1.292, -6.713)  0.0864
H (1.635, 0.346, -6.355)  0.0691
H (2.541, -0.029, -3.949)  0.1140
C (-0.031, -6.447, 4.043)  -0.1530
C (0.784, -6.676, 2.934)  -0.1178
C (0.811, -5.749, 1.917)  -0.0316
C (-0.148, -4.685, 1.841)  -0.1801
C (-0.842, -4.382, 3.024)  -0.0174
C (-0.795, -5.307, 4.118)  -0.0940
C (-0.183, -3.858, 0.677)  -0.1571
C (-1.193, -3.029, 0.264)  -0.4877
C (-2.635, -2.904, 0.686)  -0.2182
C (-3.252, -1.661, 0.593)  -0.0737
C (-4.607, -1.451, 0.754)  -0.0692
C (-5.448, -2.575, 0.905)  -0.1028
C (-4.841, -3.759, 1.328)  -0.1092
C (-3.474, -3.965, 1.127)  -0.0388
H (0.021, -7.124, 4.885)  0.0791
H (1.352, -7.588, 2.830)  0.0839
H (1.574, -5.826, 1.133)  0.0886
H (-1.378, -3.464, 3.078)  0.0867
H (-1.344, -5.123, 5.058)  0.0951
H (0.680, -2.988, -1.015)  -0.0816
H (-2.621, -0.847, 0.287)  0.0625
H (-5.020, -0.459, 0.778)  0.0948
H (-6.478, -2.539, 0.743)  0.0640
H (-5.455, -4.579, 1.737)  0.0947
H (-3.063, -4.963, 1.173)  0.1074
F (-0.893, 0.790, 2.781)  -0.0796
C (0.083, -0.207, 2.579)  -0.4256
F (-0.535, -1.402, 2.872)  -0.0141
C (1.019, 0.022, 3.787)  -0.5709
F (0.511, 0.065, 5.076)  0.0865
F (1.803, 1.085, 3.588)  0.1047
F (1.893, -1.014, 3.798)  0.0951

## Properties
* <S²>: 9.33
* LUMO level (alpha / beta): 4.09 / 4.09 eV
* 2S+1: 6
* maximum force: 4.2 eV/Å
* frontier orbital gap (alpha / beta): 4.6 / 4.6 eV
* relative energy (zero: lowest compared OMol25 entry of this formula, charge and spin): 0.000 eV
* total charge: -2



- The lowest maximum force belongs to which entry?
  C39H31F3IrN4O3Sb



- Which of these has the lowest maximum force?
  C39H31F3IrN4O3Sb



- The lowest maximum force belongs to which entry?
  C39H31F3IrN4O3Sb